No. 1
The following is a DFT calculation (the ωB97M-V functional and the def2-TZVPD basis) of a molecular structure, C34H56N3OP2Pb.

Last column: Mulliken charge in e.
Element x y z (Å)
C -2.911 -0.230 -0.854  -0.099
C -1.079 0.106 -2.326  -0.966
C -3.831 0.023 -1.887  -0.861
C -2.002 0.625 -3.299  -0.757
C -3.355 0.506 -3.094  -1.204
H -4.896 -0.064 -1.641  0.599
H -1.586 0.960 -4.268  0.537
H -4.089 0.737 -3.903  0.469
N -1.592 -0.140 -1.046  1.541
P -2.335 -0.001 1.868  -0.332
P 1.387 -1.034 -1.756  0.495
C -3.517 -0.520 0.537  -1.297
H -4.524 -0.025 0.587  0.794
H -3.735 -1.605 0.664  0.642
C 0.369 -0.017 -2.697  -0.996
H 0.718 0.704 -3.447  1.007
C 3.234 -0.382 -1.759  2.232
C 1.118 -2.492 -2.943  1.587
C -2.597 1.869 2.119  2.156
C -2.680 -1.095 3.379  1.766
C 3.606 0.139 -0.380  -1.802
H 3.517 -0.619 0.410  0.339
H 4.660 0.465 -0.403  0.598
H 3.026 1.015 -0.072  0.230
C 4.189 -1.527 -2.080  -1.806
H 4.094 -2.364 -1.372  0.312
H 4.082 -1.907 -3.104  0.256
H 5.220 -1.143 -1.988  0.568
C 3.353 0.732 -2.773  -1.580
H 4.413 1.033 -2.834  0.643
H 3.074 0.424 -3.788  0.255
H 2.747 1.597 -2.470  -0.093
C 1.825 -3.720 -2.348  -1.408
H 1.683 -3.809 -1.251  0.165
H 1.364 -4.606 -2.821  0.466
H 2.903 -3.724 -2.579  0.383
C -0.387 -2.744 -3.007  -1.528
H -0.831 -2.877 -2.013  0.009
H -0.934 -1.961 -3.538  0.333
H -0.515 -3.670 -3.571  0.776
C 1.655 -2.075 -4.327  -1.311
H 1.451 -1.021 -4.622  0.101
H 2.742 -2.260 -4.457  0.349
H 1.115 -2.708 -5.054  0.478
C -1.813 -0.600 4.546  -1.568
H -1.978 -1.283 5.387  0.534
H -0.737 -0.611 4.314  0.173
H -2.083 0.409 4.883  0.278
C -2.318 -2.546 3.026  -1.469
H -2.885 -2.919 2.162  0.306
H -1.245 -2.696 2.843  0.159
H -2.592 -3.163 3.893  0.646
C -4.175 -1.028 3.705  -1.525
H -4.805 -1.247 2.829  0.311
H -4.379 -1.793 4.466  0.532
H -4.468 -0.058 4.121  0.347
C -2.850 2.521 0.758  -1.597
H -3.802 2.194 0.324  0.279
H -2.903 3.614 0.893  0.699
H -2.039 2.299 0.046  -0.094
C -1.307 2.451 2.713  -1.285
H -0.447 2.366 2.015  -0.048
H -1.449 3.542 2.897  0.566
H -1.004 1.976 3.669  0.240
C -3.784 2.144 3.045  -1.834
H -4.704 1.665 2.677  0.394
H -3.586 1.832 4.084  0.358
H -3.967 3.234 3.066  0.506
Pb 0.160 -0.743 0.838  2.023
C -0.353 -3.264 0.307  0.104
O -0.650 -4.378 0.354  -0.186
N 0.776 1.802 0.129  -0.425
C 0.865 2.441 -0.874  -0.642
C 0.765 3.577 -1.883  2.013
C 0.882 3.245 -3.389  -1.378
C -0.620 4.143 -1.591  -1.558
C 1.985 4.287 -1.325  -1.284
H 1.795 2.675 -3.627  0.308
H 0.022 2.689 -3.814  0.240
H 0.929 4.190 -3.956  0.568
H -0.714 4.163 -0.499  0.426
H -0.727 5.143 -2.022  0.514
H -1.423 3.471 -1.964  0.186
H 2.437 4.944 -2.067  0.457
H 1.640 4.731 -0.367  0.357
H 2.730 3.495 -1.057  0.262
C 3.986 -2.102 4.515  -0.338
C 3.600 -2.972 3.470  -0.839
C 2.640 -2.556 2.557  -0.118
N 2.053 -1.339 2.614  0.237
C 2.419 -0.499 3.611  -0.167
C 3.366 -0.834 4.571  -0.792
H 4.721 -2.398 5.240  0.452
H 4.041 -3.959 3.362  0.467
H 2.314 -3.211 1.733  0.282
H 1.920 0.484 3.633  0.427
H 3.616 -0.119 5.349  0.451

Values from the calculation:
Spin multiplicity = 1
Charge = +3
Frontier orbital gap (alpha / beta) = 5.00 / 6.47 eV
Energy relative to the best compared isomer or geometry (same formula, charge and spin) = 50.2 kcal per mole
LUMO level (alpha / beta) = -11.30 / -9.92 eV



No. 2
The following is a DFT calculation (the ωB97M-V functional and the def2-TZVPD basis) of a molecular structure, C34H56N3OP2V.

Last column: Mulliken charge in e.
Element x y z (Å)
C 0.720 -2.990 1.626  0.127
C 0.396 -2.710 -0.668  -0.195
C 1.457 -4.151 1.385  -0.902
C 1.324 -3.736 -0.965  -0.872
C 1.840 -4.472 0.087  -0.945
H 1.719 -4.785 2.226  0.585
H 1.530 -3.976 -2.004  0.615
H 2.513 -5.305 -0.094  0.478
N 0.392 -2.178 0.618  0.940
P -0.050 -0.811 3.139  1.941
P 0.296 -0.080 -3.790  0.237
C 0.152 -2.645 2.994  -1.138
H -0.820 -3.146 3.113  0.443
H 0.800 -3.063 3.779  0.525
C -0.709 -2.439 -1.511  -1.365
H -0.704 -2.924 -2.482  0.380
C -0.853 -0.223 -5.217  1.744
C 1.116 1.566 -3.719  1.877
C -1.707 -0.507 4.017  1.792
C 1.510 -0.454 4.149  1.508
C -2.170 0.464 -4.814  -1.722
H -2.055 1.553 -4.708  0.344
H -2.915 0.250 -5.596  0.485
H -2.547 0.061 -3.858  0.355
C -0.249 0.355 -6.513  -1.713
H -0.092 1.440 -6.477  0.306
H 0.716 -0.119 -6.738  0.448
H -0.940 0.157 -7.346  0.505
C -1.053 -1.741 -5.380  -1.575
H -1.532 -1.959 -6.340  0.508
H -0.081 -2.255 -5.358  0.456
H -1.678 -2.142 -4.574  0.217
C 0.247 2.753 -4.169  -1.646
H -0.610 2.900 -3.491  0.231
H 0.880 3.653 -4.137  0.514
H -0.157 2.665 -5.181  0.342
C 1.478 1.801 -2.245  -1.650
H 0.575 1.881 -1.625  -0.021
H 2.083 0.989 -1.837  0.438
H 2.047 2.739 -2.162  0.528
C 2.385 1.320 -4.554  -1.663
H 2.165 1.142 -5.614  0.362
H 3.079 2.168 -4.475  0.453
H 2.900 0.422 -4.182  0.493
C 1.617 1.067 4.308  -1.474
H 2.468 1.294 4.969  0.562
H 1.807 1.571 3.350  0.202
H 0.722 1.510 4.766  0.278
C 2.742 -0.984 3.392  -1.483
H 2.689 -2.069 3.244  0.332
H 2.892 -0.497 2.423  0.161
H 3.627 -0.781 4.013  0.615
C 1.481 -1.157 5.525  -1.288
H 2.501 -1.119 5.937  0.501
H 0.814 -0.662 6.239  0.351
H 1.200 -2.215 5.442  0.249
C -2.765 -1.479 3.462  -1.721
H -2.536 -2.525 3.707  0.396
H -3.732 -1.234 3.934  0.613
H -2.879 -1.373 2.368  0.100
C -2.170 0.926 3.705  -1.609
H -2.376 1.073 2.636  0.164
H -3.105 1.112 4.252  0.615
H -1.445 1.691 4.013  0.283
C -1.604 -0.675 5.545  -1.822
H -1.212 -1.664 5.824  0.353
H -0.997 0.119 6.011  0.328
H -2.625 -0.591 5.953  0.539
V -0.422 -0.238 0.906  -0.531
C 1.265 0.515 0.748  0.472
O 2.307 1.081 0.703  -0.317
N -1.772 -0.846 -0.167  0.069
C -1.839 -1.866 -0.993  1.111
C -3.209 -2.564 -1.172  1.720
C -3.286 -3.354 -2.489  -1.550
C -3.390 -3.534 0.007  -1.495
C -4.343 -1.539 -1.078  -1.500
H -3.423 -2.662 -3.334  0.322
H -2.395 -3.971 -2.666  0.293
H -4.148 -4.037 -2.480  0.431
H -3.362 -2.993 0.964  0.168
H -4.373 -4.020 -0.077  0.553
H -2.619 -4.319 0.047  0.329
H -5.277 -2.071 -0.859  0.417
H -4.124 -0.826 -0.270  0.242
H -4.466 -0.985 -2.017  0.341
C -1.720 4.563 0.202  -0.552
C -0.801 4.213 1.189  -0.896
C -0.441 2.876 1.361  -0.125
N -0.975 1.880 0.601  0.768
C -1.883 2.215 -0.353  -0.629
C -2.271 3.542 -0.574  -0.670
H -2.006 5.600 0.047  0.464
H -0.353 4.960 1.847  0.508
H 0.278 2.584 2.135  0.094
H -2.316 1.384 -0.918  0.396
H -3.011 3.738 -1.348  0.554

Values from the calculation:
Spin multiplicity = 2
Charge = +3
Frontier orbital gap (alpha / beta) = 4.99 / 4.83 eV
Energy relative to the best compared isomer or geometry (same formula, charge and spin) = 0.0 kcal per mole
LUMO level (alpha / beta) = -10.93 / -10.95 eV



No. 3
The following is a DFT calculation (the ωB97M-V functional and the def2-TZVPD basis) of a molecular structure, C34H56N3OP2Zn.

Last column: Mulliken charge in e.
Element x y z (Å)
C -0.609 -2.272 -1.382  -0.335
C 1.627 -2.257 -0.587  -0.122
C -0.408 -3.488 -2.028  -0.812
C 1.809 -3.557 -1.133  -1.087
C 0.796 -4.170 -1.854  -0.923
H -1.223 -3.904 -2.610  0.542
H 2.768 -4.046 -0.972  0.539
H 0.928 -5.163 -2.274  0.441
N 0.374 -1.673 -0.687  1.818
P -2.420 -0.633 0.082  0.469
P 2.515 0.183 0.482  0.679
C -1.966 -1.558 -1.468  -1.355
H -1.928 -0.838 -2.302  0.555
H -2.760 -2.281 -1.707  0.555
C 0.031 2.261 1.648  0.081
O -0.217 3.269 2.126  -0.286
C 2.663 -1.534 0.078  -1.695
H 3.600 -2.058 0.243  0.257
C 3.313 1.043 -1.056  2.355
C 3.593 0.570 2.049  2.048
C -3.732 0.698 -0.370  2.282
C -3.172 -2.034 1.120  2.114
C 2.872 2.514 -1.054  -1.357
H 3.318 3.079 -0.227  0.230
H 3.209 2.984 -1.992  0.582
H 1.781 2.611 -1.004  -0.088
C 4.841 0.925 -1.025  -1.919
H 5.298 1.500 -0.211  0.320
H 5.164 -0.124 -0.968  0.365
H 5.237 1.337 -1.968  0.517
C 2.818 0.363 -2.342  -1.478
H 3.192 0.933 -3.209  0.640
H 3.201 -0.663 -2.432  0.320
H 1.724 0.340 -2.405  -0.070
C 3.814 2.091 2.146  -1.847
H 2.861 2.637 2.092  0.227
H 4.248 2.318 3.132  0.540
H 4.500 2.494 1.392  0.266
C 2.890 0.158 3.345  -1.669
H 1.941 0.681 3.499  0.197
H 2.702 -0.920 3.393  0.212
H 3.557 0.418 4.186  0.710
C 4.892 -0.240 2.002  -1.781
H 5.552 0.006 1.165  0.268
H 5.455 -0.044 2.928  0.517
H 4.680 -1.316 1.970  0.334
C -3.454 -1.438 2.507  -1.236
H -3.833 -2.234 3.164  0.499
H -2.542 -1.039 2.963  0.059
H -4.197 -0.629 2.480  0.159
C -2.136 -3.167 1.237  -1.453
H -2.120 -3.805 0.341  0.330
H -1.123 -2.791 1.402  -0.145
H -2.389 -3.794 2.107  0.633
C -4.446 -2.663 0.530  -1.780
H -4.621 -3.609 1.067  0.515
H -5.336 -2.046 0.688  0.460
H -4.347 -2.899 -0.538  0.200
C -3.714 0.933 -1.884  -1.315
H -4.049 0.051 -2.448  0.296
H -4.397 1.766 -2.122  0.663
H -2.715 1.222 -2.232  -0.475
C -3.308 1.997 0.342  -1.537
H -2.334 2.356 -0.013  0.010
H -4.056 2.774 0.119  0.571
H -3.266 1.876 1.434  0.262
C -5.165 0.340 0.038  -1.966
H -5.546 -0.521 -0.525  0.392
H -5.276 0.170 1.117  0.325
H -5.811 1.196 -0.220  0.529
Zn 0.010 0.027 0.496  1.604
N -0.350 1.285 -1.326  0.613
C -0.359 1.895 -2.324  -1.174
C -0.410 2.740 -3.570  1.991
C 0.706 2.302 -4.519  -1.536
C -1.759 2.542 -4.269  -1.808
C -0.248 4.210 -3.177  -1.569
H 1.696 2.483 -4.080  0.166
H 0.612 1.233 -4.755  0.381
H 0.645 2.862 -5.460  0.488
H -2.582 2.925 -3.653  0.382
H -1.772 3.091 -5.218  0.486
H -1.934 1.480 -4.489  0.364
H -0.316 4.850 -4.065  0.423
H -1.039 4.514 -2.478  0.375
H 0.725 4.388 -2.700  0.317
C 0.153 -2.070 5.108  -0.871
C -0.403 -0.809 4.907  -0.739
C -0.461 -0.287 3.620  -1.065
N 0.050 -0.944 2.551  1.670
C 0.621 -2.160 2.761  -0.370
C 0.657 -2.762 4.009  -0.936
H 0.189 -2.515 6.099  0.443
H -0.793 -0.219 5.737  0.513
H -0.942 0.679 3.439  0.190
H 1.060 -2.667 1.898  -0.001
H 1.094 -3.757 4.093  0.513

Values from the calculation:
Spin multiplicity = 1
Charge = +1
Frontier orbital gap = 6.38 eV
LUMO level = -2.19 eV



> What is the formula in the second record?

C34H56N3OP2V